No. 1
{
  "formula": "C4H8NO2",
  "method": "the ωB97M-V functional and the def2-TZVPD basis",
  "species": ["C", "N", "C", "C", "O", "C", "O", "H", "H", "H", "H", "H", "H", "H", "H"],
  "xyz": [[-0.281, 1.528, 0.662], [-0.898, 0.359, -0.011], [-0.146, -0.973, -0.162], [-0.792, -2.034, 1.054], [-1.873, -1.689, 1.461], [0.944, -1.181, -0.917], [1.373, -0.212, -1.691], [0.651, 2.006, 0.106], [-1.117, 2.253, 0.572], [0.031, 1.342, 1.757], [-0.952, 0.750, -1.046], [-1.769, 0.147, 0.597], [-0.273, -2.958, 1.132], [1.264, -2.153, -1.131], [2.176, -0.222, -2.260]],
  "lowdin_charge": [-0.045, -0.004, -0.072, -0.066, 0.066, -0.148, 0.062, 0.143, 0.105, 0.134, 0.229, 0.184, 0.117, 0.130, 0.166],
  "fmax_ha_per_bohr": 0.1063,
  "lumo_ha": -0.144,
  "e_homo_ev": -14.21,
  "total_charge": 1,
  "smiles": "C[NH2+]/C(C=O)=C\\O",
  "total_energy_ha": -362.100018
}


No. 2
{
  "formula": "C30H32N2O4PSTi",
  "method": "the ωB97M-V functional and the def2-TZVPD basis",
  "species": ["Ti", "O", "N", "C", "C", "C", "C", "C", "C", "C", "P", "C", "C", "C", "C", "C", "C", "C", "C", "C", "C", "C", "C", "H", "H", "H", "H", "H", "H", "H", "H", "H", "H", "H", "H", "H", "H", "H", "H", "N", "C", "C", "C", "O", "O", "H", "H", "H", "H", "H", "H", "C", "C", "C", "C", "C", "C", "C", "S", "C", "O", "H", "H", "H", "H", "H", "H", "H", "H", "H", "H"],
  "xyz": [[0.070, 0.060, 0.199], [0.502, 0.895, 2.446], [-0.302, -0.239, 2.098], [-0.730, -0.971, 3.125], [-1.454, -2.188, 2.951], [-1.764, -2.905, 4.129], [-2.434, -4.102, 4.095], [-2.833, -4.644, 2.871], [-2.553, -3.958, 1.708], [-1.870, -2.736, 1.711], [-1.666, -1.910, 0.104], [-1.014, -3.188, -1.018], [-1.385, -3.220, -2.363], [-0.777, -4.105, -3.243], [0.219, -4.959, -2.790], [0.598, -4.930, -1.455], [-0.014, -4.052, -0.572], [-3.376, -1.601, -0.451], [-4.204, -2.579, -1.005], [-5.522, -2.283, -1.322], [-6.030, -1.014, -1.079], [-5.218, -0.039, -0.520], [-3.896, -0.329, -0.210], [1.367, 0.552, 2.736], [-0.499, -0.621, 4.122], [-1.451, -2.490, 5.080], [-2.648, -4.625, 5.018], [-3.360, -5.588, 2.831], [-2.870, -4.381, 0.762], [-2.174, -2.572, -2.727], [-1.088, -4.131, -4.280], [0.693, -5.652, -3.474], [1.372, -5.596, -1.095], [0.290, -4.037, 0.467], [-3.824, -3.573, -1.199], [-6.154, -3.047, -1.756], [-7.060, -0.788, -1.325], [-5.616, 0.948, -0.322], [-3.261, 0.434, 0.221], [0.086, -0.141, -2.243], [1.232, -0.867, -2.861], [2.573, -0.418, -2.233], [2.161, -0.179, -0.818], [1.760, -1.159, -0.124], [1.822, 0.997, -0.466], [-0.780, -0.520, -2.615], [0.113, 0.838, -2.520], [1.254, -0.727, -3.941], [1.087, -1.923, -2.648], [2.955, 0.497, -2.680], [3.301, -1.220, -2.324], [3.926, 5.743, 0.400], [2.597, 5.094, 0.131], [1.909, 4.426, 1.147], [0.698, 3.807, 0.903], [0.166, 3.857, -0.378], [0.831, 4.504, -1.408], [2.040, 5.127, -1.146], [-1.350, 3.041, -0.774], [-2.477, 3.927, 0.291], [-1.305, 1.661, -0.129], [4.074, 5.920, 1.464], [4.013, 6.694, -0.125], [4.737, 5.100, 0.052], [2.335, 4.394, 2.143], [0.186, 3.270, 1.693], [0.407, 4.525, -2.407], [2.561, 5.642, -1.944], [-2.131, 3.850, 1.319], [-3.455, 3.462, 0.176], [-2.510, 4.966, -0.034]],
  "lowdin_spin": [1.151, 0.010, 0.098, 0.316, 0.028, 0.066, -0.001, 0.081, -0.001, 0.082, 0.035, 0.005, 0.000, 0.000, -0.001, 0.000, 0.001, 0.012, 0.002, 0.000, 0.001, 0.000, 0.003, 0.004, 0.018, 0.002, -0.002, 0.005, -0.001, 0.000, 0.000, 0.000, 0.000, 0.001, 0.000, 0.000, 0.000, 0.000, 0.001, -0.001, 0.001, 0.001, 0.014, 0.016, 0.004, 0.000, 0.000, 0.000, 0.000, 0.000, 0.000, 0.000, 0.000, 0.000, 0.000, 0.003, 0.000, 0.000, 0.006, 0.000, 0.038, 0.000, 0.000, 0.000, 0.000, 0.000, 0.000, 0.000, 0.000, 0.000, 0.000],
  "fmax_ha_per_bohr": 0.0114,
  "lumo_ha": [-0.074, -0.097],
  "e_homo_ev": [-8.52, -11.25],
  "total_charge": 1,
  "spin_multiplicity": 3,
  "s_squared": 2.03,
  "total_energy_ha": -3161.725201
}


No. 3
{
  "formula": "C25H23HgNP2",
  "method": "the ωB97M-V functional and the def2-TZVPD basis",
  "species": ["Hg", "C", "N", "P", "C", "C", "C", "C", "C", "C", "C", "C", "C", "C", "C", "C", "P", "C", "C", "C", "C", "C", "C", "C", "C", "C", "C", "C", "C", "H", "H", "H", "H", "H", "H", "H", "H", "H", "H", "H", "H", "H", "H", "H", "H", "H", "H", "H", "H", "H", "H", "H"],
  "xyz": [[3.376, -1.052, 0.783], [-0.363, 1.846, 0.108], [0.083, 0.436, 0.154], [0.504, -0.279, 1.602], [-0.480, 0.512, 2.895], [0.154, 1.063, 4.005], [-0.606, 1.625, 5.024], [-1.989, 1.637, 4.926], [-2.623, 1.086, 3.813], [-1.874, 0.520, 2.795], [0.025, -2.019, 1.582], [0.754, -2.902, 2.372], [0.351, -4.226, 2.481], [-0.773, -4.663, 1.794], [-1.497, -3.780, 0.997], [-1.103, -2.458, 0.889], [0.561, -0.434, -1.327], [2.055, 0.512, -1.803], [2.748, 1.399, -0.990], [3.907, 2.020, -1.449], [4.382, 1.755, -2.721], [3.711, 0.847, -3.537], [2.562, 0.218, -3.077], [-0.703, 0.132, -2.521], [-0.711, 1.392, -3.125], [-1.720, 1.730, -4.017], [-2.720, 0.810, -4.326], [-2.709, -0.450, -3.748], [-1.702, -0.787, -2.848], [-0.353, 2.293, 1.097], [-1.380, 1.884, -0.278], [0.276, 2.427, -0.552], [1.237, 1.053, 4.077], [-0.116, 2.054, 5.891], [-2.582, 2.077, 5.720], [-3.705, 1.095, 3.742], [-2.372, 0.087, 1.934], [1.632, -2.561, 2.909], [0.919, -4.916, 3.095], [-1.088, -5.697, 1.878], [-2.371, -4.125, 0.458], [-1.663, -1.778, 0.256], [2.401, 1.607, 0.014], [4.439, 2.710, -0.804], [5.279, 2.247, -3.078], [4.090, 0.623, -4.530], [2.049, -0.501, -3.712], [0.085, 2.099, -2.925], [-1.722, 2.709, -4.480], [-3.500, 1.077, -5.031], [-3.473, -1.174, -4.006], [-1.683, -1.779, -2.408]],
  "lowdin_spin": [0.218, 0.011, 0.180, 0.367, 0.074, 0.006, 0.000, -0.002, 0.005, 0.013, 0.049, 0.004, 0.001, 0.003, 0.003, 0.012, 0.011, 0.014, 0.008, 0.003, 0.000, 0.001, 0.001, 0.003, 0.000, 0.000, 0.000, 0.000, 0.001, 0.001, 0.006, 0.002, 0.003, 0.000, 0.000, 0.001, 0.000, 0.001, 0.000, 0.000, 0.001, 0.000, -0.001, 0.000, 0.000, 0.000, 0.000, 0.000, 0.000, 0.000, 0.000, 0.000],
  "fmax_ha_per_bohr": 0.0118,
  "lumo_ha": [-0.102, -0.201],
  "e_homo_ev": [-11.22, -11.43],
  "total_charge": 1,
  "spin_multiplicity": 2,
  "s_squared": 0.76,
  "total_energy_ha": -1857.117648
}